i | The following is a quantum chemistry calculation of the ion C5H15N2 with charge +1, from the Open Molecules 2025 dataset.

As for the SMILES: C[NH2+]CC[C@@H](C)N. For the frontier orbital gap, the calculation gives 10.60 eV. As for the LUMO energy: -2.97 eV.

The geometry in ORCA input format:
```
! wB97M-V def2-TZVPD RIJCOSX def2/J DEFGRID3
* xyz 1 1
C -2.241 0.575 -0.444
C -1.070 1.077 0.353
C 0.229 1.359 -0.459
C 1.311 0.259 -0.705
C 1.747 -2.210 -0.368
N 0.918 -1.026 -0.072
N -0.814 0.280 1.594
H -3.160 1.101 -0.128
H -2.643 -0.422 -0.282
H -2.153 0.768 -1.511
H -1.137 2.135 0.688
H 0.698 2.250 -0.057
H -0.157 1.649 -1.462
H 1.332 0.136 -1.792
H 2.200 0.703 -0.249
H 1.249 -2.960 -0.957
H 2.663 -1.960 -0.922
H 2.104 -2.576 0.599
H -0.076 -1.118 -0.291
H 0.943 -0.796 0.930
H -1.655 -0.242 1.807
H -0.642 0.931 2.349
*
```

***

ii | The following is a quantum chemistry calculation of a cluster of 2 separate species, C5H15N2 in total, from the Open Molecules 2025 dataset.

For the frontier orbital gap, the calculation gives 8.78 eV. As for the LUMO energy: -3.45 eV.

The geometry in ORCA input format:
```
! wB97M-V def2-TZVPD RIJCOSX def2/J DEFGRID3
* xyz 1 1
C -0.729 -1.674 -1.495
C -0.617 1.440 -0.902
C 0.590 -1.153 -1.008
C -0.578 0.145 1.201
C 0.183 0.599 0.022
N 0.371 -0.021 2.334
N 1.439 1.107 0.340
H -1.035 -2.588 -1.003
H -0.684 -1.897 -2.470
H -1.548 -0.945 -1.319
H -1.698 1.396 -0.805
H -0.202 2.511 -0.778
H -0.301 1.174 -1.862
H 0.953 -1.753 -0.290
H 1.215 -0.743 -1.737
H -0.978 -0.837 1.058
H -1.392 0.810 1.633
H 0.881 -0.865 2.111
H -0.076 -0.049 3.155
H 1.770 1.732 -0.400
H 2.158 0.402 0.485
H 1.009 0.835 2.361
*
```

***

iii | The following is a quantum chemistry calculation of a cluster of 2 separate species, C5H15N2 in total, from the Open Molecules 2025 dataset.

For the frontier orbital gap, the calculation gives 9.89 eV. As for the LUMO energy: -3.17 eV.

The geometry in ORCA input format:
```
! wB97M-V def2-TZVPD RIJCOSX def2/J DEFGRID3
* xyz 1 1
C -0.361 1.971 0.261
C 0.079 -0.971 1.415
C 0.197 -1.518 -0.852
C 1.670 0.157 0.002
C -0.555 0.624 -0.317
N -1.921 0.228 -0.463
N 0.319 -0.431 0.101
H 0.332 2.500 -0.448
H -0.013 2.048 1.290
H -1.430 2.517 0.279
H 0.214 -0.089 2.034
H -0.934 -1.338 1.646
H 0.728 -1.881 1.371
H -0.830 -1.928 -0.944
H 0.519 -1.173 -1.854
H 0.709 -2.493 -0.446
H 2.414 -0.518 0.443
H 1.824 0.153 -0.988
H 1.865 0.990 0.663
H -0.021 0.877 -1.900
H -2.146 -0.660 -0.943
H -2.658 0.935 -0.347
*
```

***

iv | The following is a quantum chemistry calculation of the ion C5H15N2 with charge +1, from the Open Molecules 2025 dataset.

As for the SMILES: C[NH2+]CC[C@@H](C)N. For the frontier orbital gap, the calculation gives 11.33 eV. As for the LUMO energy: -2.81 eV.

The geometry in ORCA input format:
```
! wB97M-V def2-TZVPD RIJCOSX def2/J DEFGRID3
* xyz 1 1
C 1.704 -1.748 -1.146
C 0.784 -0.815 -0.367
C -0.170 -0.068 -1.302
C -1.409 0.474 -0.582
C -1.583 0.833 2.044
N -0.936 1.145 0.726
N 1.523 0.198 0.407
H 1.116 -2.371 -1.821
H 2.283 -2.380 -0.479
H 2.402 -1.179 -1.762
H 0.234 -1.401 0.374
H -0.382 -0.631 -2.204
H 0.386 0.825 -1.616
H -1.807 1.310 -1.145
H -2.206 -0.222 -0.345
H -2.634 0.641 1.831
H -1.105 -0.022 2.503
H -1.573 1.734 2.648
H -0.983 2.155 0.624
H 0.095 0.930 0.785
H 2.068 0.791 -0.209
H 2.192 -0.199 1.037
*
```

***

The structure with the least stability is iii.

***

i | The following is a quantum chemistry calculation of a cluster of 2 separate species, C5H15N2 in total, from the Open Molecules 2025 dataset.

For the frontier orbital gap, the calculation gives 6.47 eV. As for the LUMO energy: -5.21 eV.

The geometry in ORCA input format:
```
! wB97M-V def2-TZVPD RIJCOSX def2/J DEFGRID3
* xyz 1 1
C 1.561 0.374 -3.913
C -0.013 -0.595 -2.313
N 0.647 0.392 -2.764
H 2.558 0.636 -3.567
H 1.204 1.102 -4.636
H 1.573 -0.633 -4.315
H -0.005 -1.541 -2.841
H -0.610 -0.455 -1.419
H 0.556 1.268 -2.253
C -0.285 0.203 0.845
N -0.368 0.427 2.265
C -1.757 0.384 2.676
C 0.401 -0.604 2.977
H -0.860 0.954 0.294
H -0.664 -0.796 0.545
H 0.759 0.247 0.513
H -1.840 0.616 3.739
H -2.352 1.137 2.164
H -2.250 -0.592 2.543
H 0.308 -0.415 4.043
H 1.444 -0.515 2.686
H -0.007 -1.596 2.733
*
```

***

ii | The following is a quantum chemistry calculation of a structure of composition C5H15N2, from the Open Molecules 2025 dataset.

For the frontier orbital gap, the calculation gives 10.29 eV. As for the LUMO energy: -3.41 eV.

The geometry in ORCA input format:
```
! wB97M-V def2-TZVPD RIJCOSX def2/J DEFGRID3
* xyz 1 1
C 1.312 -1.417 -0.703
C 1.716 1.041 -0.081
C -2.053 -0.880 0.326
C -1.214 1.629 -0.208
C 0.765 -0.151 0.011
N 0.486 -0.483 1.387
N -0.741 0.248 -0.480
H 1.484 -1.104 -1.746
H 2.308 -1.653 -0.378
H 0.679 -2.304 -0.707
H 2.539 0.848 0.487
H 2.047 1.047 -1.130
H 1.266 1.936 0.138
H -2.927 -0.351 0.482
H -1.914 -1.644 -0.414
H -1.764 -1.251 1.298
H -2.217 1.824 -0.706
H -1.296 1.795 0.829
H -0.514 2.362 -0.612
H 0.779 -0.008 2.184
H 0.344 -1.516 1.388
H -1.084 0.033 -1.362
*
```

***

iii | The following is a quantum chemistry calculation of the ion C5H15N2 with charge +1, from the Open Molecules 2025 dataset.

As for the SMILES: CCNCC[NH2+]C. For the frontier orbital gap, the calculation gives 11.12 eV. As for the LUMO energy: -2.87 eV.

The geometry in ORCA input format:
```
! wB97M-V def2-TZVPD RIJCOSX def2/J DEFGRID3
* xyz 1 1
C 0.640 0.367 -1.229
N -0.737 0.338 -0.755
C -1.227 1.445 0.093
C -2.662 1.339 0.554
C 1.564 0.093 -0.033
N 0.905 -1.031 0.725
C 1.472 -2.384 0.550
H 0.999 1.253 -1.772
H 0.705 -0.375 -2.028
H -1.335 0.272 -1.566
H -0.967 2.435 -0.298
H -0.549 1.461 0.967
H -2.829 2.134 1.273
H -3.294 1.620 -0.301
H -2.922 0.300 0.742
H 2.554 -0.286 -0.276
H 1.749 0.955 0.602
H 0.813 -0.812 1.723
H -0.120 -0.844 0.312
H 1.079 -2.761 -0.396
H 2.548 -2.273 0.412
H 1.289 -3.072 1.365
*
```

***

iv | The following is a quantum chemistry calculation of a cluster of 2 separate species, C5H15N2 in total, from the Open Molecules 2025 dataset.

For the frontier orbital gap, the calculation gives 5.78 eV. As for the LUMO energy: -8.35 eV.

The geometry in ORCA input format:
```
! wB97M-V def2-TZVPD RIJCOSX def2/J DEFGRID3
* xyz 1 1
C -2.607 -0.128 -0.637
N -2.526 -1.573 -0.476
C 2.897 -0.297 -0.399
C 3.849 0.760 0.162
C -1.161 0.617 -0.655
N -0.266 0.126 0.285
C -0.640 0.452 1.576
H -3.319 0.090 -1.427
H -3.079 0.254 0.280
H 3.012 -1.339 -0.071
H 3.132 -0.429 -1.469
H 1.879 -0.106 -0.027
H 3.506 1.093 1.139
H 3.720 1.630 -0.490
H 4.862 0.356 0.198
H -1.417 1.686 -0.525
H -0.793 0.507 -1.686
H -2.510 -2.112 -1.329
H -1.698 -1.764 0.053
H -0.127 -0.164 2.330
H -1.692 0.181 1.868
H -0.681 1.485 1.982
*
```

***

The structure with the least stability is iv.

***

i | The following is a quantum chemistry calculation of a cluster of 2 separate species, C5H15N2 in total, from the Open Molecules 2025 dataset.

For the frontier orbital gap, the calculation gives 5.51 eV. As for the LUMO energy: -8.60 eV.

The geometry in ORCA input format:
```
! wB97M-V def2-TZVPD RIJCOSX def2/J DEFGRID3
* xyz 1 1
N 1.942 0.242 1.576
C 1.596 0.671 0.244
C 2.857 1.210 -0.465
C 1.057 -0.587 -0.463
N -0.083 -0.997 0.202
C -0.672 -2.203 -0.279
C -4.106 1.075 -0.040
H -4.076 2.146 -0.232
H 1.477 -0.621 1.844
H 1.713 0.909 2.304
H 0.745 1.363 0.158
H 2.634 1.680 -1.420
H 3.576 0.398 -0.531
H 3.253 1.991 0.184
H 1.878 -1.356 -0.473
H 0.960 -0.473 -1.559
H -1.513 -2.459 0.369
H 0.007 -3.061 -0.150
H -0.992 -2.129 -1.324
H -3.166 0.816 0.453
H -4.922 0.791 0.615
H -4.164 0.592 -1.014
*
```

***

ii | The following is a quantum chemistry calculation of a cluster of 2 separate species, C5H15N2 in total, from the Open Molecules 2025 dataset.

For the frontier orbital gap, the calculation gives 6.01 eV. As for the LUMO energy: -6.86 eV.

The geometry in ORCA input format:
```
! wB97M-V def2-TZVPD RIJCOSX def2/J DEFGRID3
* xyz 1 1
N -3.428 0.735 -0.992
C 0.487 -0.768 0.624
C 1.594 -1.002 -0.281
C 2.172 0.356 -0.780
C 2.532 1.249 0.426
C -0.860 -0.385 0.218
N -1.942 -0.880 1.046
H -3.897 0.346 -1.799
H -3.847 1.631 -0.791
H -3.456 0.115 -0.198
H 0.577 -1.235 1.608
H 2.373 -1.580 0.209
H 1.293 -1.565 -1.169
H 3.012 0.173 -1.449
H 1.414 0.830 -1.409
H 2.631 2.291 0.162
H 1.694 1.145 1.141
H 3.439 0.925 0.936
H -0.995 -0.724 -0.813
H -0.967 0.704 0.150
H -1.886 -1.884 1.180
H -1.940 -0.478 1.983
*
```

***

iii | The following is a quantum chemistry calculation of a cluster of 2 separate species, C5H15N2 in total, from the Open Molecules 2025 dataset.

For the frontier orbital gap, the calculation gives 10.26 eV. As for the LUMO energy: -2.81 eV.

The geometry in ORCA input format:
```
! wB97M-V def2-TZVPD RIJCOSX def2/J DEFGRID3
* xyz 1 1
C -1.923 0.523 2.156
N -0.999 -0.069 1.160
C -1.609 -1.135 0.335
H -2.688 1.097 1.649
H -2.373 -0.282 2.733
H -1.381 1.175 2.837
H -0.173 -0.441 1.627
H -2.203 -1.790 0.964
H -0.840 -1.655 -0.223
H -2.270 -0.662 -0.396
C 2.559 -1.119 -1.632
C 1.760 -0.151 -0.834
C 1.070 0.851 -1.352
N 0.141 1.676 -0.611
H 2.622 -0.839 -2.678
H 3.573 -1.195 -1.241
H 2.094 -2.102 -1.536
H 1.756 -0.292 0.245
H 1.242 1.144 -2.380
H -0.513 0.692 0.529
H 0.632 2.413 -0.104
H -0.478 2.163 -1.247
*
```

***

iv | The following is a quantum chemistry calculation of the ion C5H15N2 with charge +1, from the Open Molecules 2025 dataset.

As for the SMILES: CCNC[C@H](C)[NH3+]. For the frontier orbital gap, the calculation gives 10.33 eV. As for the LUMO energy: -3.19 eV.

The geometry in ORCA input format:
```
! wB97M-V def2-TZVPD RIJCOSX def2/J DEFGRID3
* xyz 1 1
N 1.218 0.072 1.673
C 1.497 -0.819 0.467
C 0.626 -2.030 0.604
C 1.102 0.073 -0.736
N 0.035 0.993 -0.445
C -1.332 0.462 -0.508
C -2.290 1.464 -1.115
H 1.623 0.987 1.655
H 0.227 0.345 1.559
H 1.351 -0.329 2.600
H 2.573 -0.890 0.438
H -0.411 -1.794 0.450
H 0.675 -2.614 1.514
H 0.841 -2.755 -0.185
H 1.997 0.615 -0.991
H 0.956 -0.593 -1.588
H 0.121 1.818 -1.020
H -1.397 -0.494 -1.029
H -1.727 0.259 0.498
H -2.222 2.434 -0.645
H -3.332 1.170 -1.009
H -2.130 1.625 -2.184
*
```

***

The structure with the least stability is i.